Here is a structure of composition C12H21AlB3Br4Cl4FMgN3O12PS at a distorted geometry from the Open Molecules 2025 dataset. Energies are from wB97M-V/def2-TZVPD.

Summary:
Net charge: +2
Highest occupied orbital energy, Eh: -0.4693
Strongest force on any atom, eV/A: 6.274
E_LUMO, eV: -8.68
E, a.u.: -15029.70329
HOMO-LUMO gap, eV: 4.09

Atoms and positions in Å:
1 N 4.2711 0.0776 -0.1111
2 P 3.3106 0.6739 -1.4318
3 O 3.7984 2.3257 -1.5553
4 B 1.4247 0.6766 -0.9586
5 O 0.4045 0.1255 -1.8190
6 B -0.7744 -0.0929 -0.9790
7 O -1.3525 0.9728 -0.1710
8 B -0.2467 1.6566 0.4235
9 F -0.5287 2.8205 1.2310
10 O 1.1320 1.2339 0.3229
11 H 4.3594 -0.9491 -0.1087
12 H 3.9598 0.4793 0.8405
13 H 4.7430 2.2939 -1.2409
14 H -1.2788 -1.1730 -0.8928
15 Cl 1.2162 3.7787 2.1860
16 Mg 0.9721 2.7689 4.1724
17 C 2.4439 7.6140 0.7642
18 Br 2.5958 5.6768 0.8025
19 Br 2.5732 8.3119 -1.0406
20 Br 0.8387 8.2240 1.6620
21 H 3.2913 8.0113 1.3208
22 C -2.1902 -4.6882 -2.2800
23 N -2.1389 -3.7687 -1.1132
24 O -3.0556 -3.8266 -0.3168
25 O -1.1731 -3.0167 -1.0395
26 H -3.0955 -5.2895 -2.2128
27 H -2.1997 -4.0757 -3.1810
28 H -1.3032 -5.3195 -2.2397
29 Cl 3.6384 1.2331 -3.9934
30 Cl -4.0476 -7.3334 0.8361
31 C -3.7201 -6.1286 2.1061
32 C -3.4685 -6.7729 3.4547
33 Cl -4.9388 -7.5182 4.1278
34 H -4.5637 -5.4372 2.1423
35 H -2.8361 -5.5703 1.7915
36 H -3.1409 -6.0166 4.1710
37 H -2.6962 -7.5419 3.3944
38 C 7.7719 3.0283 2.4984
39 C 7.5166 4.2705 1.6581
40 O 8.0326 3.9580 0.3605
41 S 7.8480 2.3547 0.0911
42 O 6.6545 2.1775 -0.6836
43 O 9.1094 1.8144 -0.2898
44 O 7.5325 1.9228 1.6193
45 H 8.8129 2.9825 2.8292
46 H 7.1134 2.9753 3.3660
47 H 8.0063 5.1577 2.0637
48 H 6.4388 4.4609 1.5594
49 Al 6.4070 5.3246 -0.2809
50 C -6.9645 0.5748 -1.1514
51 C -6.9668 0.3965 -2.5317
52 C -6.6109 -0.8331 -3.0758
53 C -6.2582 -1.8799 -2.2260
54 C -6.2465 -1.7058 -0.8436
55 C -6.6012 -0.4718 -0.3086
56 N -5.9072 -3.1839 -2.7928
57 O -5.9098 -3.2954 -4.0101
58 O -5.6352 -4.0881 -2.0158
59 H -7.2485 1.5345 -0.7300
60 H -7.2495 1.2160 -3.1839
61 H -6.6169 -0.9593 -4.1528
62 H -5.9686 -2.5144 -0.1763
63 H -6.5986 -0.3262 0.7665
64 Br 3.3146 0.6729 2.5765

Here is the ion C5H6N3O4 with charge -1 at a distorted geometry from the Open Molecules 2025 dataset. Energies are from wB97M-V/def2-TZVPD.

Summary:
Net charge: -1
SMILES: NNN1C(=O)C=C[C@]1(O)C(=O)[O-]
Highest occupied orbital energy, Eh: -0.1558
Strongest force on any atom, eV/A: 4.654
Energy above the lowest of the compared OMol25 structures with the same formula, charge and spin, kJ/mol: 80.9
E_LUMO, eV: 3.56
E, a.u.: -659.34695
HOMO-LUMO gap, eV: 7.80

Atoms and positions in Å:
1 N -1.3973 -2.1894 -0.4420
2 N -1.5256 -1.0607 0.3240
3 N -0.2939 -0.3618 0.3996
4 C 0.4537 -0.3124 1.6162
5 O 0.0744 -1.0358 2.5520
6 C 1.5511 0.5393 1.3852
7 C 1.6010 0.8249 0.0272
8 C 0.3190 0.4858 -0.5875
9 O 0.2010 -0.1391 -1.7373
10 C -0.3939 2.0739 -0.7806
11 O -0.6088 2.2978 -1.9882
12 O -0.6771 2.6156 0.2431
13 H -0.7662 -2.9102 -0.0541
14 H -1.2351 -1.9281 -1.4298
15 H -1.4867 -1.3919 1.2525
16 H 2.4590 0.6564 1.9670
17 H 2.1824 1.6130 -0.4322
18 H -0.4570 0.2229 -2.3152

Here is a structure of composition C17H23Cl2N2O8Sn from the Open Molecules 2025 dataset. Energies are from wB97M-V/def2-TZVPD.

Summary:
Net charge: -1
Highest occupied orbital energy, Eh: -0.1948
Strongest force on any atom, eV/A: 0.207
Energy above the lowest of the compared OMol25 structures with the same formula, charge and spin, kJ/mol: 43.9
E_LUMO, eV: 2.39
E, a.u.: -2507.92750
HOMO-LUMO gap, eV: 7.69

Atoms and positions in Å:
1 Sn -0.4011 1.0583 0.4815
2 O 3.1016 -0.6315 2.1020
3 C 1.9019 -0.4021 2.1953
4 O 1.3323 0.7017 1.8477
5 C 0.9815 -1.4659 2.8045
6 C -0.2135 -0.8695 3.5674
7 C -0.8082 -1.9302 4.5031
8 C -1.5206 -2.8599 3.4862
9 C -1.2231 -2.1396 2.1627
10 O -1.2286 -0.7610 2.5582
11 C 0.2467 -2.3792 1.7676
12 C 0.4739 -2.0671 0.2883
13 O 1.0173 -2.8905 -0.4229
14 O -0.0165 -0.9439 -0.1593
15 H 1.6018 -2.0817 3.4552
16 H -0.0297 0.1093 4.0010
17 H -0.0439 -2.4378 5.0916
18 H -1.5236 -1.4738 5.1871
19 H -1.1335 -3.8788 3.4899
20 H -2.5944 -2.9005 3.6670
21 H -1.9452 -2.2926 1.3640
22 H 0.5340 -3.4201 1.8991
23 C -1.7254 -1.5581 -3.6558
24 C -2.5485 -0.6917 -2.6998
25 C -3.9928 -0.5780 -3.1629
26 O -2.5730 -1.2918 -1.4192
27 C -1.9006 0.7153 -2.6770
28 O -1.9079 1.3762 -3.7217
29 O -1.3510 1.0823 -1.5896
30 H -2.1800 -2.5483 -3.7276
31 H -0.7117 -1.6781 -3.2661
32 H -1.6802 -1.0994 -4.6437
33 H -4.4402 -1.5735 -3.2082
34 H -4.0351 -0.1095 -4.1442
35 H -4.5622 0.0260 -2.4546
36 H -1.6732 -1.2259 -1.0529
37 C 2.6492 1.9004 -4.2868
38 N 2.4441 1.7377 -2.8617
39 C 3.3935 1.3879 -1.9255
40 C 2.7341 1.2441 -0.7461
41 N 1.3966 1.4951 -0.9591
42 C 1.2560 1.7827 -2.2393
43 H 3.6948 2.1374 -4.4708
44 H 2.0298 2.7149 -4.6557
45 H 2.3884 0.9868 -4.8201
46 H 4.4294 1.2647 -2.1877
47 H 3.0905 0.9466 0.2266
48 H 0.3186 2.0031 -2.7298
49 Cl 0.9248 6.1013 4.8356
50 C 1.5285 5.0968 3.4984
51 Cl 0.2714 4.1097 2.7671
52 H 2.2921 4.4395 3.8963
53 H 1.9309 5.7623 2.7447

Here is a cluster of 12 separate species, C24H76BF4N6O11 in total at a distorted geometry from the Open Molecules 2025 dataset. Energies are from wB97M-V/def2-TZVPD.

Summary:
<S²>: 0.757
Net charge: 0
Highest occupied orbital energy (spin up / spin down), Eh: -0.3194 / -0.3194
Strongest force on any atom, eV/A: 5.324
E_LUMO (spin up / spin down), eV: -0.12 / -5.77
Spin multiplicity: 2
E, a.u.: -2540.42038
HOMO-LUMO gap (spin up / spin down), eV: 8.57 / 2.92

Atoms and positions in Å:
1 B -0.2382 -1.2696 -1.3020
2 F 0.6669 -2.3221 -1.1747
3 F -0.9803 -1.4982 -2.4005
4 F -1.1360 -1.2185 -0.2284
5 F 0.4516 -0.0818 -1.5218
6 C 0.3336 -3.7512 3.8806
7 C -0.1451 -3.7596 2.4674
8 C -1.7314 -3.7966 2.4333
9 O -2.2812 -4.9701 3.0223
10 C -1.9116 -6.1044 2.2660
11 N 0.3891 -2.5043 1.8349
12 H -0.0821 -2.9344 4.4706
13 H 1.4181 -3.6915 3.9719
14 H -0.0106 -4.5980 4.4744
15 H 0.2544 -4.5751 1.8646
16 H -2.0552 -3.5758 1.4162
17 H -2.0701 -2.9484 3.0282
18 H -2.6544 -6.8957 2.3665
19 H -0.9275 -6.4476 2.5852
20 H -1.8017 -5.8792 1.2052
21 H -0.1887 -2.3841 1.0152
22 H 0.1033 -1.7915 2.4909
23 C 2.1345 4.6625 3.1453
24 C 2.6857 3.2863 3.6117
25 C 3.4377 2.5435 2.5390
26 O 2.5158 1.7940 1.7103
27 C 3.0947 0.8255 0.7881
28 N 3.5985 3.7077 4.6592
29 H 2.8721 5.2512 2.5998
30 H 1.7186 5.1697 4.0159
31 H 1.3198 4.5497 2.4300
32 H 1.8972 2.7301 4.1186
33 H 4.2702 1.9588 2.9303
34 H 3.9302 3.2566 1.8780
35 H 4.0151 1.0354 0.2432
36 H 2.2944 0.6588 0.0671
37 H 3.2782 -0.0845 1.3594
38 H 4.2363 4.3251 4.1774
39 H 4.1671 2.9270 4.9546
40 C -0.7316 3.5897 -2.3190
41 C -0.5147 3.0738 -0.9234
42 C -1.7326 2.2496 -0.4412
43 O -2.9266 2.9793 -0.6544
44 C -4.1442 2.2075 -0.6142
45 N 0.7001 2.3358 -0.8189
46 H 0.1356 4.1539 -2.6621
47 H -1.6865 4.1130 -2.3687
48 H -0.7885 2.8289 -3.0974
49 H -0.3977 3.9646 -0.3062
50 H -1.6755 2.1356 0.6413
51 H -1.8673 1.3187 -0.9920
52 H -4.6708 2.1368 -1.5659
53 H -4.8665 2.7965 -0.0490
54 H -3.9848 1.2188 -0.1841
55 H 0.8683 2.2315 0.1715
56 H 0.4984 1.4041 -1.1525
57 C -6.2493 -1.8895 -4.9979
58 C -4.8099 -1.9895 -5.4057
59 C -3.7490 -1.3271 -4.4774
60 O -4.0390 0.0498 -4.4101
61 C -3.0938 0.7633 -3.6107
62 N -4.5030 -3.3837 -5.4930
63 H -6.8891 -2.5319 -5.6029
64 H -6.4212 -0.8142 -5.0447
65 H -6.3687 -2.1448 -3.9449
66 H -4.7042 -1.6049 -6.4201
67 H -2.7195 -1.5264 -4.7752
68 H -3.8282 -1.7620 -3.4811
69 H -3.4881 1.7749 -3.5141
70 H -2.1364 0.8860 -4.1170
71 H -2.9351 0.2619 -2.6559
72 H -4.5001 -3.7548 -4.5537
73 H -3.5620 -3.5652 -5.8118
74 C -0.8243 -1.2913 6.9363
75 C 0.3647 -0.6113 6.3182
76 C 0.1819 0.3163 5.1020
77 O -0.6302 -0.3386 4.0653
78 C -0.9787 0.5542 2.9933
79 N 0.8867 0.1228 7.4348
80 H -1.5894 -0.5690 7.2209
81 H -0.5500 -1.9349 7.7722
82 H -1.2784 -2.0008 6.2446
83 H 1.1156 -1.3431 6.0203
84 H 1.2091 0.4615 4.7673
85 H -0.2731 1.2614 5.3985
86 H -1.5109 1.4427 3.3328
87 H -1.7122 0.2511 2.2461
88 H -0.1416 0.8143 2.3454
89 H 1.8499 0.4001 7.3106
90 H 0.8521 -0.3650 8.3185
91 C 1.8506 2.1778 -4.3383
92 C 3.1503 2.5174 -3.6226
93 C 3.3041 3.9325 -2.9471
94 O 4.6092 4.1440 -2.3232
95 C 4.5350 5.3688 -1.5662
96 N 3.2224 1.5935 -2.5935
97 H 1.0596 1.7423 -3.7277
98 H 2.1243 1.4426 -5.0950
99 H 1.3699 3.0477 -4.7859
100 H 4.0205 2.2616 -4.2269
101 H 2.4931 4.0640 -2.2307
102 H 3.1750 4.7379 -3.6701
103 H 4.0169 6.1342 -2.1439
104 H 5.4617 5.9212 -1.4105
105 H 3.9339 5.3151 -0.6585
106 H 3.9063 2.0012 -1.9721
107 H 2.3646 1.7219 -2.0762
108 O 2.4885 -4.5002 -1.0784
109 H 3.2572 -4.3459 -0.5292
110 H 2.1201 -3.6291 -1.2257
111 O 2.8344 -0.9968 -1.8963
112 H 1.8863 -1.0365 -1.7709
113 H 2.9912 -0.1287 -2.2680
114 O 0.2474 -5.6564 -1.8564
115 H 0.9526 -5.1086 -1.5118
116 H 0.0274 -6.2462 -1.1353
117 O 0.8343 -2.2320 -4.3140
118 H 0.5620 -1.7646 -5.1037
119 H 0.1169 -2.0956 -3.6951
120 O -2.0298 -3.8916 -1.8982
121 H -1.6912 -2.9966 -1.9223
122 H -1.2522 -4.4444 -1.9753

Here is a cluster of 4 separate species, C6H4F18N4O12S6 in total at a distorted geometry from the Open Molecules 2025 dataset. Energies are from wB97M-V/def2-TZVPD.

Summary:
Net charge: -2
Highest occupied orbital energy, Eh: -0.1905
Strongest force on any atom, eV/A: 2.733
Energy above the lowest of the compared OMol25 structures with the same formula, charge and spin, kJ/mol: 70.2
E_LUMO, eV: 4.45
E, a.u.: -5539.74215
HOMO-LUMO gap, eV: 9.63

Atoms and positions in Å:
1 N 0.0786 0.2810 -0.1605
2 H 0.6812 -0.4663 -0.5851
3 H 0.5723 1.1711 -0.1388
4 H -0.0370 0.0911 0.8865
5 H -0.8484 0.4303 -0.6487
6 C -1.4946 3.5411 -1.3923
7 F -0.9806 4.0190 -0.2634
8 F -1.7885 4.5499 -2.2002
9 F -0.5805 2.7670 -1.9859
10 S -3.0502 2.5761 -1.0810
11 O -3.5543 2.9356 0.2001
12 O -3.8647 2.9052 -2.1882
13 N -2.4287 1.0481 -1.1739
14 S -3.6596 0.0861 -1.5560
15 O -4.8572 0.4044 -0.8448
16 O -3.7606 -0.1031 -2.9760
17 C -3.1673 -1.5664 -0.8977
18 F -1.8885 -1.8294 -1.1112
19 F -3.4656 -1.6672 0.3822
20 F -3.9271 -2.4812 -1.5426
21 C 1.1661 -2.3232 3.0624
22 F 1.4864 -2.3550 1.7916
23 F 0.9460 -3.5374 3.5452
24 F 2.1935 -1.8055 3.7738
25 S -0.2941 -1.2312 3.3828
26 O -1.3890 -1.7705 2.6719
27 O -0.4098 -1.2198 4.7826
28 N 0.2388 0.1317 2.6098
29 S 0.1163 1.3328 3.6525
30 O -1.2425 1.6602 3.9718
31 O 1.0400 1.2618 4.7439
32 C 0.6671 2.8164 2.6824
33 F 0.5051 3.9130 3.4161
34 F 1.9418 2.7570 2.3447
35 F -0.0807 2.9261 1.5657
36 C 2.9197 1.2561 -1.7506
37 F 1.8770 1.8462 -2.3417
38 F 3.9928 1.9795 -1.9089
39 F 2.6679 1.1732 -0.4412
40 S 3.1883 -0.4263 -2.4870
41 O 2.9672 -0.3058 -3.8821
42 O 4.4922 -0.7393 -1.9878
43 N 1.9086 -1.2533 -1.7571
44 S 2.4560 -2.7707 -1.8062
45 O 3.1026 -3.2272 -3.0005
46 O 3.1378 -3.1100 -0.5844
47 C 0.8985 -3.7394 -1.7341
48 F 0.2258 -3.3827 -0.6333
49 F 0.1350 -3.5046 -2.7755
50 F 1.1670 -5.0445 -1.6291